Entry 1:
Below is a single C5H10FN molecule at a distorted geometry, with properties calculated with ωB97M-V/def2-TZVPD.

Output
HOMO energy = -10.120 eV
energy above the lowest of the compared OMol25 structures with the same formula, charge and spin = 1.440 eV
SMILES string = C/N=C(\F)C(C)C
net charge = 0

Geometry (Å):
C 2.60193 0.54581 -0.14522
N 1.18838 0.44405 -0.24299
C 0.58659 -0.37319 0.43310
F 1.08882 -1.31802 1.22049
C -1.03835 -0.47271 0.35472
C -1.33498 -0.94254 -1.06841
C -1.55647 0.90374 0.70188
H 2.86876 1.53431 0.11067
H 3.21959 0.25957 -0.97127
H 3.15636 -0.08073 0.68438
H -1.33430 -1.18864 1.22792
H -0.44383 -1.49984 -1.58213
H -1.62855 -0.25520 -1.83735
H -2.28899 -1.53099 -1.16315
H -1.38570 1.70393 -0.16121
H -1.12197 1.42991 1.62745
H -2.57731 0.84056 0.81111

Cartesian forces, eV/Å:
2.409 -1.644 2.404
1.139 0.700 -0.763
-4.566 -1.011 0.006
0.806 -0.362 0.538
3.087 -0.184 1.465
-0.328 -2.370 -1.289
2.185 3.052 -1.070
0.196 1.337 0.042
-0.420 -0.044 -1.246
-1.535 0.813 -1.032
0.366 0.902 -1.939
-1.759 0.615 1.264
0.484 1.616 0.146
1.083 -0.335 0.644
-0.138 -1.879 1.591
-0.492 -1.257 -1.185
-2.518 0.051 0.423


Entry 2:
Below is 2 unconnected molecules or ions with the total composition C5H10FN2 at a distorted geometry, with properties calculated with ωB97M-V/def2-TZVPD.

Output
HOMO energy (spin up / spin down) = -13.526 / -13.524 eV
energy above the lowest of the compared OMol25 structures with the same formula, charge and spin = 5.988 eV
net charge = +1

Geometry (Å):
C -0.83406 2.43323 -0.33030
C -1.37256 -1.93103 0.48503
C 1.17227 -1.44979 -0.64571
C 1.10235 0.81705 0.40767
C 0.41335 -0.46905 0.21236
N -0.74790 -0.67869 0.59806
N -1.03921 3.60436 -0.20576
F -1.12288 1.61517 -1.24252
H -0.66419 -2.64285 -0.01793
H -1.82237 -2.13514 1.47719
H -2.18373 -1.80763 -0.13590
H 1.59730 -2.34306 0.07032
H 2.02756 -1.07052 -1.04330
H 0.58698 -1.82456 -1.50644
H 1.96797 1.01575 -0.39058
H 0.19455 1.63110 0.38974
H 1.65935 0.92685 1.36677
H -0.93478 4.30881 0.51128

Cartesian forces, eV/Å:
-0.263 1.603 -1.237
1.576 -1.052 0.611
-0.475 -3.419 2.331
2.518 0.842 -0.940
0.731 -0.794 -1.448
-0.575 2.053 1.257
0.140 -1.154 0.968
0.115 -0.763 0.135
-1.071 -0.154 1.190
0.655 -0.634 -0.516
-2.067 0.187 -1.566
-1.347 1.847 -1.900
2.450 1.368 -1.069
0.096 -0.087 0.753
-2.422 -0.009 1.335
0.702 -0.069 0.335
-0.992 0.225 -0.249
0.228 0.011 0.011


Entry 3:
Below is a single C5H10FN3O2 molecule at a distorted geometry, with properties calculated with ωB97M-V/def2-TZVPD.

Output
multiplicity = 3
HOMO energy (spin up / spin down) = -7.598 / -8.722 eV
<S²> = 2.01
net charge = 0

Geometry (Å):
C 1.21975 1.41503 -0.55221
C 1.93270 0.28029 0.24689
C -0.89487 0.16525 -0.39162
C -0.26222 1.53390 -0.12842
C -0.02986 -1.02464 0.65161
N 1.29256 -1.03527 0.25633
N -0.72445 -2.31326 0.68074
N -2.29526 0.11566 -0.16521
O -2.82077 -1.00621 -0.41371
O -2.90144 1.07344 0.30788
F -0.48315 2.06987 1.12325
H 1.78687 2.27998 -0.32712
H 1.34549 0.91757 -1.65460
H 2.87305 0.05929 -0.18101
H 2.15013 0.49811 1.31460
H -0.76009 -0.11430 -1.44824
H -0.68029 2.29150 -0.79091
H -0.10788 -0.47078 1.66500
H 1.30660 -1.47110 -0.66724
H -1.70129 -2.12759 0.19346
H -0.24556 -3.13673 0.28053

Cartesian forces, eV/Å:
0.182 -3.838 -0.311
-0.416 -0.398 1.245
1.672 -1.152 1.434
0.205 0.286 -2.298
-2.982 2.223 0.636
0.722 -0.592 -1.016
-1.737 1.077 -1.124
4.978 -0.712 -1.145
-3.019 -2.328 -0.552
-3.619 3.236 1.940
0.633 -0.736 0.436
0.367 1.201 -0.534
-0.700 2.168 2.222
1.247 0.280 -0.557
-0.379 0.367 -0.574
0.463 -0.038 0.311
-0.412 -0.107 -0.213
0.038 -1.020 -1.316
0.425 0.129 0.091
2.519 -1.136 1.263
-0.186 1.090 0.062


Entry 4:
Below is a gas-phase ion, C5H10FN4 (charge +1) at a distorted geometry, with properties calculated with ωB97M-V/def2-TZVPD.

Output
HOMO energy = -12.543 eV
energy above the lowest of the compared OMol25 structures with the same formula, charge and spin = 4.280 eV
SMILES string = FNC/N=C\[C@@H]1C=[NH+]CN1
net charge = +1

Geometry (Å):
F -2.38712 -1.70279 0.15429
N -2.37853 -0.39438 0.79773
C -2.65082 0.71811 -0.14753
N -1.50252 1.24336 -0.71827
C -0.28408 1.00291 -0.61423
C 0.35169 -0.00550 0.37768
C 1.58597 0.67631 0.92023
N 2.63625 0.18079 0.38539
C 2.35528 -0.89945 -0.60595
N 0.92384 -1.08939 -0.34289
H -3.29342 -0.40697 1.42094
H -3.22122 1.56652 0.25893
H -3.22703 0.36840 -1.01170
H 0.30125 1.36705 -1.36105
H -0.42904 -0.46027 0.99674
H 1.81856 1.45761 1.53026
H 3.62602 0.43476 0.42837
H 2.55601 -0.40783 -1.58654
H 2.95522 -1.79253 -0.34915
H 0.26368 -1.85672 -0.53324

Cartesian forces, eV/Å:
-0.179 1.549 -0.009
-3.495 0.226 2.304
0.068 -1.179 -0.445
0.677 1.197 -1.563
-2.307 -1.541 2.565
0.408 0.494 -0.416
0.346 -2.333 -1.147
0.108 -1.373 -1.242
-1.535 -0.202 0.086
0.687 -0.740 -0.518
2.337 -0.595 -1.449
0.044 -0.614 0.582
-0.255 -0.212 0.227
2.204 1.359 -1.912
0.410 1.095 0.715
-0.528 2.338 1.963
-0.569 0.576 0.616
0.279 -0.857 0.382
-0.156 0.477 -0.594
1.458 0.337 -0.146


Entry 5:
Below is a single C5H10FNO molecule at a distorted geometry, with properties calculated with ωB97M-V/def2-TZVPD.

Output
HOMO energy = -9.698 eV
energy above the lowest of the compared OMol25 structures with the same formula, charge and spin = 0.796 eV
SMILES string = N[C@H]1C[C@@H](CF)[C@H]1O
net charge = 0

Geometry (Å):
N 1.13688 0.24158 1.52239
C 1.28572 -0.23769 0.17291
C 0.30468 -1.35921 -0.36860
C -0.63468 -0.24142 -0.86790
C -1.84837 0.18417 -0.09753
F -1.65040 0.18597 1.32646
C 0.57052 0.75715 -0.77806
O 0.25282 2.07445 -0.27916
H 1.73886 -0.29598 2.15717
H 0.16792 -0.07694 1.74392
H 2.34008 -0.34362 -0.10435
H 0.66667 -1.99412 -1.24505
H 0.06010 -1.99962 0.44010
H -1.02243 -0.33970 -1.89706
H -2.13777 1.14590 -0.39719
H -2.67342 -0.53741 -0.27600
H 1.04233 0.84651 -1.74489
H 0.40049 1.98998 0.69281

Cartesian forces, eV/Å:
-1.101 -1.684 0.783
1.044 0.483 -2.104
1.151 0.309 -0.832
0.039 0.669 -0.578
-0.235 -2.340 0.969
-0.215 0.112 -0.957
-1.421 0.705 0.609
0.661 -1.369 0.236
-0.187 0.376 -0.329
0.897 0.776 0.514
-0.076 -0.171 0.341
-0.120 0.951 1.275
-0.919 -0.783 0.592
0.211 -0.238 0.264
-0.389 1.466 -0.164
0.386 0.435 0.213
0.292 0.142 -0.196
-0.016 0.159 -0.636


Entry 6:
Below is a single C5H10FNO2S molecule at a distorted geometry, with properties calculated with ωB97M-V/def2-TZVPD.

Output
HOMO energy = -9.777 eV
energy above the lowest of the compared OMol25 structures with the same formula, charge and spin = 3.631 eV
SMILES string = C=CS(=O)(=O)N(F)CCC
net charge = 0

Geometry (Å):
C 2.72556 -0.18275 2.37966
C 1.40516 -0.11018 2.23698
S 0.91315 1.42862 1.43403
O -0.52136 1.57792 1.66727
O 1.73792 2.58135 1.61422
N 0.96076 0.69772 -0.36501
F 2.18941 1.14700 -0.84021
C -0.11806 1.15262 -1.26299
C -0.99470 0.03336 -1.81820
C -1.49286 -0.62926 -0.53211
H 3.35496 -0.86570 2.75089
H 3.39858 0.61227 2.15534
H 0.72624 -0.80903 2.44246
H 0.31895 1.96994 -1.88178
H -0.75309 1.91989 -0.60741
H -1.75418 0.46498 -2.50762
H -0.37525 -0.45480 -2.49454
H -2.32514 -1.29101 -0.91120
H -0.70035 -1.20753 -0.21209
H -1.93664 0.13389 0.17260

Cartesian forces, eV/Å:
-1.676 2.305 -0.751
4.545 3.732 -1.138
-3.441 -1.048 -1.692
1.423 -0.281 -0.016
0.677 -0.805 -0.133
-0.429 0.120 1.959
0.459 0.164 -0.407
-0.481 4.555 1.666
-0.132 3.045 1.088
-3.691 0.206 -2.639
1.186 -3.613 1.619
-0.279 1.249 -0.665
-2.859 -2.449 0.631
0.009 -1.191 -0.510
0.684 -1.932 -1.048
0.062 -0.029 0.934
1.056 -2.055 -0.755
0.685 0.231 1.029
1.347 -1.147 1.494
0.854 -1.057 -0.665


Entry 7:
Below is 2 unconnected molecules or ions with the total composition C5H10FP at a distorted geometry, with properties calculated with ωB97M-V/def2-TZVPD.

Output
HOMO energy = -8.896 eV
energy above the lowest of the compared OMol25 structures with the same formula, charge and spin = 4.285 eV
SMILES string = FC#[PH2].C=CCC
net charge = 0

Geometry (Å):
F -0.18569 -1.26114 -3.31558
C -0.99710 -0.64507 -2.53572
P -1.78600 0.86211 -2.88714
H -1.82668 1.30008 -1.60055
H -1.82976 1.98325 -3.67179
C -0.88486 -0.99054 1.74850
C 0.11967 -1.23276 0.90209
C 1.26807 -0.28058 0.63936
C 1.15658 1.11284 1.27807
H -1.69074 -1.72938 1.72412
H -1.01272 -0.15486 2.44005
H 0.40646 -2.17871 0.43449
H 2.26343 -0.69032 1.04857
H 1.59299 -0.41057 -0.39914
H 0.06116 1.40101 1.23696
H 1.78648 1.81608 0.67669
H 1.55873 1.09857 2.28102

Cartesian forces, eV/Å:
0.376 -0.497 -1.170
-0.054 0.824 0.950
-0.531 -1.549 0.454
-0.356 0.341 0.682
0.587 0.864 -0.909
-0.433 -1.243 -0.735
1.784 0.981 0.782
1.991 -0.923 1.314
-0.650 0.244 -2.015
0.207 0.148 0.527
0.211 0.007 -0.682
-1.338 -0.043 -0.058
-1.403 -0.043 0.055
-0.783 0.960 -0.356
1.395 0.157 0.259
-0.713 -0.276 0.578
-0.289 0.048 0.326


Entry 8:
Below is 2 unconnected molecules or ions with the total composition C5H10INO2S at a distorted geometry, with properties calculated with ωB97M-V/def2-TZVPD.

Output
HOMO energy (spin up / spin down) = -8.295 / -7.292 eV
energy above the lowest of the compared OMol25 structures with the same formula, charge and spin = 3.288 eV
net charge = 0

Geometry (Å):
C 0.82540 -1.45451 0.83373
C 0.04271 0.47598 -1.49392
C -2.48922 -0.87410 -0.09221
C 0.86989 0.18783 0.90696
C -0.08037 0.80559 -0.09592
N 2.33728 0.46753 0.55941
O 1.89323 -1.88643 0.28567
O -0.12535 -2.12442 1.03043
S -0.84292 2.17217 0.45219
I -3.99980 0.37163 0.47211
H 0.00544 -0.58242 -1.63208
H -0.56315 1.10049 -2.20273
H 0.99785 0.61611 -1.88659
H -2.60406 -1.79665 0.45608
H -2.53329 -1.10545 -1.08756
H 0.54113 0.38188 2.01818
H 2.41855 -1.08712 0.22016
H 2.90580 0.48554 1.42273
H 2.28978 1.43200 0.31882
H -1.88890 2.41435 -0.48546

Cartesian forces, eV/Å:
-1.426 2.659 -0.884
-0.837 0.341 -1.674
-0.620 -0.410 2.100
-0.197 -2.062 1.878
0.328 -1.180 1.157
-1.177 0.827 1.791
1.499 -2.301 -0.369
-1.494 -0.770 1.112
-1.730 2.182 0.055
-0.292 0.514 0.099
-0.972 -0.910 -0.359
-0.078 -0.997 0.864
2.301 0.839 -0.368
0.654 0.067 0.587
0.365 0.043 -2.763
0.773 0.195 -2.126
1.460 0.856 -0.841
-0.470 -0.215 -0.387
0.513 0.939 -0.777
1.399 -0.617 0.905